(one)
A molecular structure, C5H8NO. Source: the Open Molecules 2025 dataset; level of theory: the ωB97M-V functional and the def2-TZVPD basis.

## Properties
* spin multiplicity: 1
* total charge: -1

Structure (XYZ):
```
15
Properties=species:S:1:pos:R:3:mulliken_charge:R:1
O -1.233 0.991 -2.040 -0.668
N -0.173 1.333 -1.309 -0.281
C 0.109 -0.013 -0.002 1.189
C -1.330 -0.725 0.061 -1.463
C 0.857 1.047 2.307 -0.182
C 0.589 0.482 1.266 -1.058
C 1.191 -0.734 -0.640 -1.355
H 0.611 -1.319 -1.384 0.318
H 1.255 1.326 3.222 0.533
H 1.452 -1.533 0.058 0.358
H 2.059 -0.154 -1.016 0.330
H -2.038 -0.468 -0.712 0.347
H -1.259 -1.749 -0.157 0.415
H -0.286 2.114 -0.707 0.183
H -1.803 -0.597 1.053 0.333
```

(two)
A molecular structure, C5H8NO. Source: the Open Molecules 2025 dataset; level of theory: the ωB97M-V functional and the def2-TZVPD basis.

## Properties
* spin multiplicity: 1
* total charge: -1

Structure (XYZ):
```
15
Properties=species:S:1:pos:R:3:mulliken_charge:R:1
O -2.140 -0.828 -0.846 -0.621
N -0.885 -0.918 -1.270 -0.295
C 1.242 0.643 -0.579 -1.114
C 2.149 1.052 -1.287 -0.216
C 0.376 -1.116 1.007 -1.504
C 0.103 -0.018 0.076 1.334
C -0.918 0.892 0.643 -1.307
H 0.740 -0.673 1.957 0.372
H -0.585 0.952 1.612 0.411
H -0.800 -0.166 -2.118 0.187
H 2.962 1.563 -1.681 0.510
H -0.418 -1.859 1.132 0.326
H 1.222 -1.666 0.582 0.348
H -1.934 0.226 0.551 0.273
H -1.115 1.919 0.221 0.296
```

Which structure is the least stable? The one labeled (one).

(one)
2 unconnected molecules or ions with the total composition CH5O2. Source: the Open Molecules 2025 dataset; level of theory: the ωB97M-V functional and the def2-TZVPD basis.

## Properties
* spin multiplicity: 1
* total charge: -1

Structure (XYZ):
```
8
Properties=species:S:1:pos:R:3:mulliken_charge:R:1
O 0.776 -0.222 0.818 -0.576
O -1.614 -1.049 0.361 -1.115
C 0.656 0.739 -0.254 -0.491
H -1.769 -1.704 -0.296 0.152
H 1.061 1.675 0.166 0.159
H -0.057 -0.779 0.703 0.434
H -0.389 0.942 -0.464 0.269
H 1.334 0.399 -1.034 0.169
```

(two)
2 unconnected molecules or ions with the total composition CH5O2. Source: the Open Molecules 2025 dataset; level of theory: the ωB97M-V functional and the def2-TZVPD basis.

## Properties
* spin multiplicity: 1
* total charge: -1

Structure (XYZ):
```
8
Properties=species:S:1:pos:R:3:mulliken_charge:R:1
O 2.323 -0.091 0.246 -0.708
O -0.023 -0.202 -0.879 -0.945
C -1.195 0.080 -0.133 -0.474
H -0.841 -0.242 0.852 0.104
H -1.321 1.252 -0.109 0.108
H -2.180 -0.365 -0.328 0.185
H 1.642 0.037 -0.401 0.458
H 1.594 -0.470 0.752 0.273
```

Which structure is the least stable? The one labeled (two).

(one)
2 unconnected molecules or ions with the total composition C5H14N. Source: the Open Molecules 2025 dataset; level of theory: the ωB97M-V functional and the def2-TZVPD basis.

## Properties
* spin multiplicity: 1
* total charge: +1

Structure (XYZ):
```
20
Properties=species:S:1:pos:R:3:mulliken_charge:R:1
N 1.745 -1.876 0.385 -0.578
C -2.383 -0.091 -0.030 -0.539
C -0.114 0.817 -0.623 -0.782
C -1.090 0.394 0.538 -0.142
C 1.349 0.751 -0.158 -0.742
C 1.804 -0.392 0.743 -0.696
H -2.524 -0.180 -2.113 0.659
H 1.883 -2.017 -0.605 0.236
H 2.847 -0.122 0.947 0.375
H -0.286 0.277 -1.545 0.516
H -0.740 -0.287 1.323 0.369
H -1.288 1.382 0.966 0.310
H 1.190 -0.223 1.614 0.270
H -0.356 1.884 -0.707 0.366
H -2.557 -1.164 0.130 0.412
H -3.244 0.518 0.214 0.359
H -2.392 0.040 -1.277 -0.407
H 1.473 1.649 0.450 0.299
H 2.045 0.816 -0.996 0.416
H 2.637 -2.176 0.744 0.299
```

(two)
2 unconnected molecules or ions with the total composition C5H14N. Source: the Open Molecules 2025 dataset; level of theory: the ωB97M-V functional and the def2-TZVPD basis.

## Properties
* spin multiplicity: 1
* total charge: +1

Structure (XYZ):
```
20
Properties=species:S:1:pos:R:3:mulliken_charge:R:1
N 0.336 1.164 1.396 -0.143
C -0.904 0.327 -1.906 -1.097
C -0.082 -1.712 -0.421 -0.988
C -0.534 0.249 2.170 -0.832
C 0.221 -0.381 -1.170 0.693
C 1.519 0.096 -1.212 -1.023
H 0.786 0.793 0.527 0.102
H 1.043 1.550 2.019 0.404
H -1.184 -1.809 -0.227 0.321
H 1.745 0.982 -1.785 0.330
H -1.322 -0.120 1.522 0.301
H -0.250 1.938 1.068 0.386
H -0.498 1.100 -2.550 0.362
H 0.136 -0.589 2.542 0.356
H 0.239 -2.603 -1.088 0.347
H -1.584 0.946 -1.234 0.251
H -1.597 -0.405 -2.378 0.347
H 2.411 -0.455 -0.880 0.318
H 0.515 -1.777 0.572 0.204
H -0.996 0.707 3.034 0.360
```

Which structure is the least stable? The one labeled (one).

(one)
12 unconnected molecules or ions with the total composition C6H32O12. Source: the Open Molecules 2025 dataset; level of theory: the ωB97M-V functional and the def2-TZVPD basis.

## Properties
* spin multiplicity: 1
* total charge: 0

Structure (XYZ):
```
50
Properties=species:S:1:pos:R:3:mulliken_charge:R:1
O -2.913 -1.324 1.119 -0.567
O 2.285 2.518 3.319 -0.686
O 0.949 3.887 -1.395 -0.646
O 3.685 1.657 -1.336 -0.595
O 0.529 -2.292 -2.034 -0.689
O -0.344 -0.436 4.790 -0.653
O -1.816 -1.592 -3.752 -0.790
O -1.404 -3.134 -0.258 -0.633
O 0.964 -1.807 2.382 -0.443
O -3.571 -1.248 -1.674 -0.664
O -0.734 0.783 -3.166 -0.656
O 1.636 0.141 -2.218 -0.853
C -0.478 2.041 1.250 -0.884
C 1.022 0.111 0.951 -0.086
C -1.962 2.238 0.980 -1.378
C 2.451 -1.857 0.533 -1.367
C -0.158 0.567 1.351 0.073
C 1.562 -1.221 1.299 0.468
H 0.616 -0.374 4.817 0.329
H 2.980 2.137 2.778 0.328
H -3.017 -1.137 -0.892 0.392
H -1.343 0.019 -3.347 0.405
H -2.241 2.019 -0.044 0.286
H -0.488 -0.750 3.886 0.310
H -4.464 -1.343 -1.337 0.250
H 1.377 0.648 -1.430 0.357
H 1.900 0.718 0.754 0.970
H 0.161 2.410 0.448 0.058
H -1.018 1.495 -3.761 0.262
H 0.443 4.361 -0.705 0.309
H -2.639 -1.532 -3.232 0.419
H -0.951 -0.069 1.722 0.388
H 1.810 3.783 -0.975 0.296
H 4.365 1.035 -1.040 0.288
H -2.439 -2.117 0.801 0.357
H -1.131 -1.977 -3.198 0.354
H 1.250 -2.931 -1.934 0.310
H 1.450 2.390 2.842 0.287
H -0.217 2.551 2.181 0.493
H -2.357 3.220 1.230 0.425
H -2.538 1.630 1.685 0.307
H 2.739 -1.311 -0.359 0.262
H 2.891 -2.819 0.687 0.336
H -0.839 -2.734 -0.958 0.371
H 0.952 -1.403 -2.128 0.436
H 3.310 1.100 -2.039 0.310
H -3.601 -1.698 1.681 0.285
H -0.979 -3.984 -0.094 0.244
H 0.895 0.238 -2.850 0.348
H 1.419 -2.607 2.669 0.276
```

(two)
12 unconnected molecules or ions with the total composition C6H32O12. Source: the Open Molecules 2025 dataset; level of theory: the ωB97M-V functional and the def2-TZVPD basis.

## Properties
* spin multiplicity: 1
* total charge: 0

Structure (XYZ):
```
50
Properties=species:S:1:pos:R:3:mulliken_charge:R:1
O -0.299 2.585 1.325 -0.784
O -1.285 -2.654 -0.764 -0.664
O 1.260 -3.899 -0.486 -0.668
O 0.439 -3.499 2.012 -0.711
O -2.491 0.941 -1.067 -0.610
O -0.686 3.508 -1.980 -0.702
O -1.042 0.318 3.691 -0.641
O -2.815 2.959 0.641 -0.645
O -0.893 -1.399 -3.139 -0.663
O -1.062 1.342 -3.492 -0.788
O 1.581 3.781 -0.174 -0.615
O 0.390 -1.925 4.201 -0.717
C -0.200 -0.677 0.028 2.292
C 2.857 -0.367 0.532 -1.267
C 2.172 -0.134 -0.799 -0.109
C 0.883 -0.882 -0.738 -0.260
C 2.868 0.347 -1.840 -1.050
C -1.394 -1.563 0.173 -1.343
H -0.717 2.528 2.240 0.419
H -0.029 1.670 1.331 0.227
H -1.304 -2.332 -1.685 0.459
H -2.249 -1.030 -0.186 0.249
H -3.056 0.443 -0.454 0.332
H 0.376 -2.608 3.481 0.409
H -0.788 -0.493 -2.792 0.465
H 3.451 0.414 1.037 0.382
H -0.496 -2.181 4.474 0.370
H -1.461 -1.479 -3.894 0.268
H -0.210 0.134 0.729 -0.551
H 2.432 3.734 -0.625 0.307
H -0.936 2.306 -3.238 0.401
H 0.578 -3.220 -0.735 0.258
H 0.197 3.878 -1.769 0.313
H -3.243 3.736 0.298 0.289
H 2.183 -0.572 1.358 0.234
H 2.410 0.417 -2.793 0.332
H 0.015 -3.927 1.241 0.333
H -2.322 1.769 -0.539 0.297
H -0.414 -0.413 3.520 0.387
H -0.843 2.688 -1.522 0.418
H -1.967 3.101 1.150 0.343
H -1.524 -2.028 1.161 0.217
H -0.886 0.685 4.566 0.299
H 1.367 -3.708 2.098 0.259
H 3.549 -1.239 0.492 0.281
H 0.973 -1.619 -1.594 0.785
H 3.832 0.875 -1.813 0.321
H 1.574 3.103 0.514 0.280
H 1.088 -4.562 -1.166 0.267
H -1.864 1.149 -3.010 0.294
```

Which structure is the least stable? The one labeled (two).

(one)
A molecular structure, C6H15BrNO. Source: the Open Molecules 2025 dataset; level of theory: the ωB97M-V functional and the def2-TZVPD basis.

## Properties
* spin multiplicity: 1
* total charge: +1

Structure (XYZ):
```
24
Properties=species:S:1:pos:R:3:mulliken_charge:R:1
Br 3.387 -0.172 -0.708 -0.224
O 1.495 -1.936 1.066 -0.446
N 1.360 0.340 1.483 0.175
C -1.193 -0.927 0.093 -0.602
C -1.419 -0.445 1.539 -1.296
C -0.752 1.377 -2.252 -1.657
C 0.059 1.037 -0.984 -1.218
C 1.264 -0.770 0.522 -1.003
C 0.163 -0.441 -0.517 0.896
H 2.376 0.318 1.765 0.452
H 0.634 0.086 2.068 0.174
H 1.702 -2.598 0.356 0.494
H 0.905 1.630 -1.204 0.589
H -0.341 0.883 -3.026 0.493
H -1.570 0.741 1.517 0.232
H -2.347 -0.869 1.742 0.448
H -1.841 0.926 -2.219 0.235
H 1.192 1.110 0.898 0.363
H -0.681 2.353 -2.453 0.495
H -0.797 -0.905 2.328 0.491
H -0.403 1.632 -0.306 0.588
H -1.382 -1.959 0.184 0.423
H 0.264 -0.847 -1.460 0.525
H -2.074 -0.564 -0.429 0.375
```

(two)
A gas-phase ion, C6H15BrNO (charge +1). Source: the Open Molecules 2025 dataset; level of theory: the ωB97M-V functional and the def2-TZVPD basis.

## Properties
* spin multiplicity: 1
* total charge: +1

Structure (XYZ):
```
24
Properties=species:S:1:pos:R:3:mulliken_charge:R:1
Br -2.078 -1.586 -2.268 -0.037
O -2.860 0.316 -0.243 -0.504
N -1.716 -1.391 0.597 -0.198
C 0.677 -1.116 -0.743 -0.419
C -0.249 0.055 -0.855 -0.038
C 2.192 -0.805 -1.147 -1.497
C -0.102 1.467 -0.169 -0.657
C -0.353 1.430 1.353 -1.447
C -1.678 -0.429 -0.636 0.012
H -1.387 1.192 1.647 0.336
H -0.017 2.389 1.727 0.397
H -2.642 -1.257 0.915 0.359
H 0.211 0.701 1.794 0.464
H -0.237 0.385 -1.953 0.268
H 2.569 -1.727 -1.595 0.426
H -2.890 0.970 -0.930 0.402
H -1.705 -2.473 0.324 0.450
H 2.252 -0.116 -1.932 0.406
H 2.838 -0.499 -0.363 0.371
H -1.003 -0.963 1.163 0.233
H 0.687 -1.603 0.214 0.357
H 0.891 1.906 -0.380 0.433
H -0.888 2.009 -0.542 0.456
H 0.557 -1.833 -1.494 0.429
```

Which structure is the least stable? The one labeled (one).

(one)
2 unconnected molecules or ions with the total composition C4H8F2N2. Source: the Open Molecules 2025 dataset; level of theory: the ωB97M-V functional and the def2-TZVPD basis.

## Properties
* spin multiplicity: 1
* total charge: 0

Structure (XYZ):
```
16
Properties=species:S:1:pos:R:3:mulliken_charge:R:1
F -1.325 -1.570 -0.812 -0.321
F -0.431 -0.997 1.206 -0.276
N 0.579 1.523 -0.282 -0.491
N 2.495 -0.162 0.454 -0.429
C -0.979 -0.507 0.051 1.108
C -0.025 0.408 -0.778 -0.677
C -2.310 0.241 0.390 -1.313
C 1.973 -1.005 -0.271 -0.183
H 3.082 -0.344 1.258 0.200
H 0.878 2.213 -1.009 0.288
H -2.902 -0.581 0.908 0.333
H -2.607 0.651 -0.539 0.372
H 1.976 -2.089 -0.213 0.287
H 0.133 0.072 -1.840 0.391
H -2.009 0.967 1.057 0.372
H 1.474 1.178 0.420 0.340
```

(two)
2 unconnected molecules or ions with the total composition C4H8F2N2. Source: the Open Molecules 2025 dataset; level of theory: the ωB97M-V functional and the def2-TZVPD basis.

## Properties
* spin multiplicity: 1
* total charge: 0

Structure (XYZ):
```
16
Properties=species:S:1:pos:R:3:mulliken_charge:R:1
F 2.525 -0.265 1.077 -0.221
F 2.224 1.018 -0.752 -0.209
N 1.870 -1.753 -1.195 -0.668
N 0.370 0.312 0.452 -0.267
C -2.002 0.735 0.000 -0.176
C 1.691 0.103 0.081 0.416
C -2.231 0.724 1.334 -0.744
C -0.656 0.449 -0.600 -0.499
H 0.004 -0.553 0.982 0.332
H -0.358 1.259 -1.324 0.341
H 2.478 -1.175 -1.684 0.209
H -3.188 0.814 1.762 0.296
H 2.181 -2.440 -0.484 0.214
H -0.630 -0.549 -1.035 0.402
H -1.523 0.402 2.118 0.210
H -2.754 0.919 -0.731 0.363
```

Which structure is the least stable? The one labeled (one).

(one)
C4H10N2S in the gas phase. Source: the Open Molecules 2025 dataset; level of theory: the ωB97M-V functional and the def2-TZVPD basis.

## Properties
* spin multiplicity: 1
* total charge: 0

Structure (XYZ):
```
17
Properties=species:S:1:pos:R:3:mulliken_charge:R:1
S 2.726 -0.265 0.406 -0.353
N 0.124 -0.392 -0.261 0.280
N -1.159 0.186 -0.379 -0.560
C 1.082 1.919 -0.269 -0.827
C 1.259 0.422 -0.047 0.243
C -1.932 0.103 0.812 -0.767
C 0.528 -1.817 -0.288 -1.073
H 0.141 2.508 0.139 0.269
H -1.509 0.935 1.592 0.215
H 1.010 -2.020 0.794 0.308
H -2.928 0.337 0.555 0.358
H -1.797 -0.911 1.172 0.333
H 2.241 2.063 -0.077 0.238
H -0.399 -2.410 -0.622 0.326
H -1.643 -0.525 -1.119 0.301
H 1.015 1.850 -1.328 0.306
H 1.241 -1.982 -1.080 0.402
```

(two)
C4H10N2S in the gas phase. Source: the Open Molecules 2025 dataset; level of theory: the ωB97M-V functional and the def2-TZVPD basis.

## Properties
* spin multiplicity: 1
* total charge: 0

Structure (XYZ):
```
17
Properties=species:S:1:pos:R:3:mulliken_charge:R:1
S 2.374 -0.028 -0.193 -0.252
N -0.258 1.143 -0.188 -0.258
N 0.939 -0.840 0.315 -0.565
C -1.432 1.972 0.060 -0.870
C -0.154 -0.150 0.274 0.760
C -1.407 -0.894 0.631 -0.548
C -2.178 -1.362 -0.622 -1.071
H -1.290 2.929 -0.446 0.339
H -2.073 -0.272 1.192 0.334
H -1.543 -2.020 -1.197 0.347
H -2.351 1.531 -0.357 0.240
H -2.484 -0.535 -1.269 0.281
H -1.600 2.214 1.130 0.297
H -3.088 -1.874 -0.295 0.310
H -1.109 -1.798 1.193 0.304
H 3.184 -0.881 0.415 0.148
H 0.635 1.631 -0.216 0.205
```

(three)
C4H10N2S in the gas phase. Source: the Open Molecules 2025 dataset; level of theory: the ωB97M-V functional and the def2-TZVPD basis.

## Properties
* spin multiplicity: 1
* total charge: 0

Structure (XYZ):
```
17
Properties=species:S:1:pos:R:3:mulliken_charge:R:1
S 0.869 1.717 -1.009 -0.092
N -0.986 -0.495 1.176 -0.583
N -0.509 -1.597 0.555 0.163
C -0.946 -2.887 1.014 -0.828
C -0.326 0.601 1.203 -0.145
C 1.018 0.791 0.518 -0.565
C -0.122 0.619 -2.060 -0.792
H 1.514 -0.171 0.478 0.318
H 1.690 1.385 1.150 0.285
H -0.698 -3.081 2.086 0.273
H -1.125 0.322 -1.685 0.287
H 0.407 -0.316 -2.226 0.247
H 0.465 -1.635 0.267 0.174
H -0.812 1.449 1.725 0.355
H -0.370 -3.603 0.424 0.326
H -0.259 1.071 -3.034 0.333
H -2.005 -2.994 0.793 0.243
```

Which structure is the least stable? The one labeled (one).